Molecular formula: C45H64Cl5N2O4RbSSe2Si
Method: DFT, wB97M-V/def2-TZVPD

The geometry in ORCA input format:
```
! RIJCOSX wB97M-V def2-TZVPD def2/J DEFGRID3
* xyz -2 1
C 10.05114 17.40733 19.61436
C 13.45572 14.05260 16.99468
Cl 10.43982 12.49396 16.47889
H 6.34392 13.91365 18.70787
H 7.87664 11.90927 9.11669
C 11.84183 13.08134 8.63284
C 11.73045 13.99788 9.92277
H 12.37379 15.99044 17.02182
H 10.83709 11.15161 12.26916
H 6.44915 18.01256 10.49854
C 14.22416 16.00063 15.80413
C 12.20355 11.50187 14.61687
H 12.49922 12.86652 11.63525
H 5.24922 12.94692 17.78478
C 7.57244 16.61217 11.60636
C 8.49225 15.39712 11.33143
H 4.49286 18.10093 17.20388
H 12.87178 13.06164 8.17216
Se 16.69376 13.02724 14.56070
C 10.44285 10.96993 11.25703
H 14.61815 12.28515 16.63059
C 10.86753 14.88538 19.33808
C 5.12489 15.30879 16.41316
H 12.75862 13.59276 17.67279
H 10.20969 16.48424 10.71885
H 6.08719 18.30824 15.32094
C 9.70479 15.83281 19.64676
C 12.85865 13.61828 10.91261
C 12.31441 10.67476 16.99845
H 6.99123 12.57212 15.43688
H 8.39715 11.80153 12.92194
C 14.52970 13.35122 16.47416
H 6.48232 13.90670 14.43164
H 9.08838 17.89480 19.35287
C 16.10314 15.79564 10.76919
H 12.99729 14.53696 11.53481
H 10.23188 9.87052 11.00793
N 15.22141 15.30792 15.28574
H 5.38878 16.34361 16.11375
H 9.32614 16.01935 21.80320
H 13.79876 13.32967 10.45358
H 7.52594 18.41169 12.73500
C 8.14023 11.39584 11.96549
Cl 15.58567 9.43585 15.12800
H 6.59053 16.38392 9.70993
Cl 11.56076 10.62797 18.56412
H 7.26099 11.82546 11.54983
Se 18.07986 14.80261 14.24280
O 11.64227 12.23536 13.76857
C 6.30202 14.25673 16.45014
H 9.40140 11.03366 8.84638
C 9.74940 15.52071 10.76534
H 11.19162 15.06195 18.33661
H 7.89681 15.74464 20.90270
C 6.22409 13.39722 17.75830
H 8.44354 19.58937 17.96088
Rb 10.06121 14.55534 13.87021
C 11.76854 11.43665 16.00492
H 4.80325 19.80964 17.39882
C 12.04162 15.37922 9.42238
Cl 13.80110 10.38374 12.70516
C 6.21378 13.35656 15.30283
H 10.48147 13.86428 19.35903
S 9.71642 17.10713 16.06439
H 16.18703 14.11204 12.18068
C 17.62961 17.53201 11.45412
C 8.26889 17.71422 12.39336
H 6.67403 15.92180 13.42251
C 7.43403 19.49166 18.33095
H 8.19116 10.26968 9.76777
C 16.53490 15.06681 11.83274
N 18.04549 16.78510 12.47133
O 8.72422 15.55688 18.63822
C 8.18221 14.05708 11.39235
H 11.27220 15.86755 8.81666
H 11.62415 12.03704 8.83882
H 5.88885 15.20662 12.01792
O 6.98752 17.20021 17.63423
H 4.24792 14.97468 15.85472
H 6.25915 19.92547 15.76179
H 11.10868 13.42059 7.79516
H 7.32064 13.60955 11.80106
H 7.46181 19.03988 19.32068
C 13.46497 9.90049 16.70510
C 17.52211 15.63822 12.66633
H 11.29821 11.31213 10.60040
C 8.95552 15.48833 20.97080
H 6.90192 20.45037 18.38414
H 18.07086 18.53465 11.33490
H 6.92989 12.53248 17.74948
C 6.40794 16.06799 12.38815
H 7.73365 18.82529 15.57416
H 8.07200 10.29865 12.04596
Cl 14.29209 8.97250 17.85451
H 8.99751 18.27055 11.80729
H 4.87972 15.54304 17.44943
H 7.93343 17.50757 9.58947
H 8.95731 14.40170 21.10946
H 16.28986 17.76289 9.80377
C 5.08042 18.78429 17.74368
H 5.62093 16.84934 12.53907
C 15.27692 14.03149 15.51374
C 6.70438 18.94335 15.91008
H 14.16904 17.10977 15.71219
C 16.62368 17.09804 10.57944
C 6.56914 18.57439 17.42360
C 7.11339 17.17910 10.29559
C 13.97001 10.02112 15.38494
H 15.35906 15.35401 10.03837
C 9.19192 11.74401 10.94568
H 12.93547 15.33592 8.64407
H 10.84200 17.53622 18.93777
Si 8.20550 16.19799 17.17602
C 9.31473 13.28426 10.92536
H 8.68824 17.39052 13.34737
C 13.33144 10.67103 14.33194
C 8.67276 11.23410 9.57097
H 12.34804 16.01994 10.19481
H 10.26407 17.77996 20.63028
H 4.93235 18.54877 18.79967
O 7.55511 14.93733 16.30934
C 13.27849 15.40668 16.66968
H 5.27829 12.75061 15.31518
C 10.26012 14.19492 10.40680
H 11.75772 15.00758 19.91790
*
```

For the HOMO energy, the calculation gives -1.7564 eV. The energy relative to the best compared isomer or geometry (same formula, charge and spin) is 0.632 eV. The calculation puts the orbital gap at 5.43 eV. Its strongest force on any atom is 4.46 eV/A.

Löwdin population analysis, charges in e, atoms 1 to 99: C -0.014; C -0.069; Cl 0.681; H 0.074; H 0.106; C -0.069; C -0.507; H 0.075; H 0.049; H 0.066; C -0.123; C -0.506; H 0.036; H 0.064; C -0.569; C -0.336; H 0.045; H 0.071; Se 0.617; C -0.066; H 0.090; C -0.035; C -0.014; H 0.072; H 0.085; H 0.058; C -0.557; C -0.047; C -0.726; H 0.095; H 0.077; C -0.080; H 0.067; H 0.046; C -0.066; H 0.091; H 0.106; N 0.010; H 0.059; H 0.046; H 0.069; H 0.065; C -0.075; Cl 0.619; H 0.096; Cl 0.651; H 0.062; Se 0.669; O -0.209; C -0.615; H 0.038; C -0.112; H 0.022; H 0.080; C -0.022; H 0.072; Rb 0.656; C -0.570; H 0.094; C -0.137; Cl 0.720; C -0.050; H 0.076; S 0.198; H 0.039; C -0.153; C -0.052; H 0.067; C -0.034; H 0.064; C -0.110; N 0.004; O -0.198; C -0.134; H 0.080; H 0.033; H 0.075; O -0.174; H 0.079; H 0.076; H 0.107; H 0.057; H 0.072; C -0.783; C -0.723; H 0.067; C -0.028; H 0.079; H 0.102; H 0.093; C -0.066; H 0.021; H 0.091; Cl 0.646; H 0.083; H 0.070; H 0.096; H 0.077; H 0.086